Formula: C37H50AlBN4OPS2
Source: OMol25
Level of theory: the ωB97M-V functional and the def2-TZVPD basis

Properties
LUMO, eV: 2.235
HOMO, Eh: -0.1273
Gap between HOMO and LUMO, Ha: 0.20940
Maximum force, eV/A: 0.54
Net charge: -1
ΔE to the lowest compared entry with this formula, charge and spin, kJ/mol: 89.3

Positions of all 97 atoms, in Å:
S1 -2.723 -3.770 1.865
S2 -2.194 -0.010 -0.254
P1 2.243 1.109 0.480
Al1 -1.070 -2.545 1.405
O1 1.792 -0.303 0.460
N1 -3.453 -1.783 -1.817
N2 -1.628 -0.813 -2.735
N3 -0.450 -2.866 -0.426
N4 0.745 -3.573 2.124
C1 -4.476 -2.117 -0.831
C2 -0.494 -1.140 2.674
C3 3.217 0.652 -2.036
C4 0.276 0.423 4.898
C5 3.694 1.309 1.549
C6 0.291 4.008 2.598
C7 3.969 0.275 2.436
C8 -2.446 -0.915 -1.667
C9 2.774 1.646 -1.167
C10 -0.714 0.872 4.030
C11 3.717 2.320 -3.693
C12 -0.841 4.213 1.826
C13 -1.082 0.102 2.937
C14 -0.360 -0.106 -2.764
C15 3.260 3.313 -2.837
C16 0.998 -2.992 3.456
C17 4.513 2.435 1.524
C18 0.858 -0.813 4.678
C19 1.903 -3.325 1.252
C20 0.459 -1.585 3.588
C21 -0.832 2.078 -4.013
C22 -1.029 3.488 0.656
C23 5.867 1.492 3.268
C24 -2.336 2.096 -3.764
C25 2.791 2.977 -1.576
C26 -6.090 0.515 -0.275
C27 1.071 2.364 1.022
C28 5.598 2.527 2.381
C29 5.056 0.369 3.296
C30 -0.201 0.689 -4.056
C31 -5.865 -1.782 -1.362
C32 1.239 3.075 2.205
C33 -0.381 -3.289 -1.496
C34 3.695 0.992 -3.293
C35 0.488 -5.015 2.219
C36 -0.072 2.575 0.250
C37 -6.105 -0.288 -1.571
B1 -0.266 -3.760 -3.005
H1 4.037 0.215 -3.966
H2 -3.431 -2.359 -2.647
H3 -0.403 -5.178 2.822
H4 0.580 1.025 5.747
H5 0.865 0.803 -4.262
H6 -5.102 0.508 0.183
H7 -1.865 0.471 2.286
H8 1.362 -5.532 2.638
H9 0.449 -0.834 -2.644
H10 1.613 -1.188 5.363
H11 0.424 4.551 3.525
H12 -0.608 0.107 -4.890
H13 2.104 2.897 2.831
H14 -6.029 -2.315 -2.306
H15 -0.610 2.594 -4.952
H16 -6.800 0.103 0.447
H17 -1.403 -3.797 -3.445
H18 0.402 -2.923 -3.581
H19 -0.326 0.551 -1.898
H20 -2.866 1.495 -4.505
H21 -1.928 3.618 0.068
H22 -7.063 -0.147 -2.080
H23 -1.703 -1.544 -3.433
H24 -1.198 1.825 4.206
H25 3.321 -0.593 2.444
H26 6.715 1.564 3.939
H27 -5.340 0.103 -2.249
H28 0.258 -4.849 -3.040
H29 -0.236 1.994 -0.647
H30 0.280 -5.401 1.221
H31 2.078 -3.005 3.659
H32 -0.332 2.657 -3.226
H33 3.259 4.348 -3.155
H34 -2.724 3.116 -3.817
H35 -6.363 1.557 -0.455
H36 3.166 -0.382 -1.720
H37 1.769 -3.857 0.313
H38 1.991 -2.260 1.040
H39 2.410 3.751 -0.919
H40 -4.367 -3.165 -0.553
H41 4.080 2.582 -4.679
H42 -4.242 -1.560 0.072
H43 -1.591 4.926 2.146
H44 5.264 -0.437 3.988
H45 4.308 3.244 0.832
H46 0.524 -3.633 4.203
H47 6.233 3.403 2.357
H48 -2.585 1.698 -2.780
H49 2.819 -3.689 1.737
H50 -6.602 -2.181 -0.657

Here are the Mulliken charges for atoms 1 to 2, given in e: S -0.83; S 0.29


Formula: C37H50CrFN8O5
Source: OMol25
Level of theory: the ωB97M-V functional and the def2-TZVPD basis

Properties
LUMO (spin up / spin down), eV: 2.110 / 2.110
<S²>: 6.015
HOMO (spin up / spin down), Eh: -0.1488 / -0.1675
2S+1: 5
Gap between HOMO and LUMO (spin up / spin down), Ha: 0.22629 / 0.24500
Maximum force, eV/A: 3.40
Net charge: -1

Positions of all 102 atoms, in Å:
Cr1 -1.598 -0.236 0.523
F1 0.807 1.804 1.068
O1 -2.063 0.704 -1.240
O2 -2.331 0.547 -3.467
O3 -1.437 -4.627 -3.714
O4 -0.774 -1.793 1.575
O5 0.143 -3.895 1.417
N1 1.675 1.938 -5.318
N2 3.061 2.385 -3.326
N3 3.264 0.239 -4.569
N4 3.333 -1.039 0.282
N5 1.264 0.698 -3.239
N6 4.195 -2.922 1.460
N7 -1.937 1.181 1.865
N8 -1.423 -1.672 -0.815
C1 2.411 2.938 -4.547
C2 4.778 -3.542 0.257
C3 -0.858 -3.957 -1.395
C4 -4.803 3.386 1.020
C5 3.379 -1.796 1.338
C6 -3.071 -0.825 3.817
C7 -1.739 -1.410 -2.130
C8 -1.318 -3.726 -2.706
C9 1.223 2.628 3.231
C10 0.742 3.145 4.451
C11 2.613 0.866 -5.719
C12 -1.036 1.829 2.694
C13 -2.377 3.819 0.530
C14 0.329 2.073 2.306
C15 -5.869 2.575 1.418
C16 -3.470 2.952 1.122
C17 2.034 1.740 -2.520
C18 -0.445 -2.913 0.966
C19 -2.089 0.051 -2.353
C20 4.149 -3.771 2.612
C21 3.233 -4.964 2.496
C22 0.646 1.288 -4.452
C23 -2.219 5.207 1.208
C24 -0.925 -2.908 -0.482
C25 -4.227 -0.520 2.821
C26 -4.365 0.841 2.179
C27 3.719 -4.005 -0.738
C28 -0.573 2.970 4.814
C29 -4.432 -1.702 1.841
C30 -1.680 -2.412 -3.063
C31 3.973 1.315 -3.772
C32 -5.676 1.322 2.009
C33 -2.423 4.006 -0.975
C34 -1.443 2.308 3.973
C35 2.195 -0.318 -3.714
C36 2.535 -1.418 2.544
C37 -3.275 1.680 1.734
H1 -1.383 3.303 0.729
H2 -3.388 -1.590 4.525
H3 5.504 -4.314 0.644
H4 -2.261 5.100 2.323
H5 3.332 -5.454 3.496
H6 -0.441 -4.915 -1.058
H7 -1.337 -5.507 -3.350
H8 1.733 -1.063 -4.351
H9 -0.913 3.325 5.761
H10 3.917 -3.132 3.457
H11 4.427 0.876 -2.862
H12 -4.990 4.352 0.553
H13 -3.470 -2.243 1.684
H14 1.391 3.672 5.101
H15 3.197 3.377 -5.156
H16 -2.559 3.043 -1.498
H17 5.419 -2.756 -0.162
H18 2.058 0.122 -6.336
H19 3.230 -1.164 3.390
H20 -3.222 4.704 -1.285
H21 -1.242 5.702 0.994
H22 1.796 -2.186 2.776
H23 3.041 -3.173 -1.015
H24 2.670 -0.797 -2.851
H25 1.718 3.714 -4.197
H26 -5.111 -2.427 2.282
H27 3.594 -5.617 1.696
H28 -6.519 0.743 2.356
H29 2.270 2.705 2.952
H30 -2.877 0.081 4.399
H31 -1.968 -2.267 -4.091
H32 -6.890 2.932 1.285
H33 1.948 -0.526 2.264
H34 2.207 -4.683 2.270
H35 4.775 1.718 -4.397
H36 -2.128 -1.144 3.338
H37 -0.112 2.016 -4.152
H38 4.218 -4.367 -1.635
H39 5.173 -4.137 2.724
H40 3.165 -4.831 -0.291
H41 3.388 1.301 -6.386
H42 -1.467 4.452 -1.352
H43 -3.038 5.924 0.927
H44 -4.784 -1.386 0.859
H45 1.343 2.509 -2.179
H46 3.756 -1.481 -0.522
H47 -2.512 2.198 4.267
H48 0.128 0.480 -5.007
H49 -5.158 -0.532 3.427
H50 2.545 1.275 -1.657

Here are the Mulliken charges for atoms 1 to 2, given in e: Cr -0.61; F -0.02


Formula: C37H50GaN6O4P2
Source: OMol25
Level of theory: the ωB97M-V functional and the def2-TZVPD basis

Properties
LUMO, eV: 1.897
HOMO, Eh: -0.1422
Gap between HOMO and LUMO, Ha: 0.21185
Maximum force, eV/A: 2.67
Net charge: -1
ΔE to the lowest compared entry with this formula, charge and spin, kJ/mol: 62.6

Positions of all 100 atoms, in Å:
Ga1 1.095 2.160 -2.069
P1 0.415 3.856 -0.580
P2 1.807 3.221 -4.071
O1 -3.378 -2.652 -0.558
O2 0.562 2.862 -5.201
O3 3.203 2.352 -4.604
O4 1.699 4.622 -0.152
N1 6.693 7.625 1.979
N2 -1.069 -0.874 2.176
N3 -6.369 -4.705 -4.193
N4 -5.968 -6.628 1.207
N5 4.500 2.729 3.013
N6 6.461 0.778 -0.095
C1 -2.486 -3.761 -0.649
C2 -6.241 -7.745 1.887
C3 -8.419 -6.315 -3.205
C4 -8.609 -5.557 -4.350
C5 -8.188 -5.865 1.716
C6 -6.940 -5.714 1.133
C7 -8.448 -7.033 2.415
C8 0.651 -1.793 3.576
C9 -0.343 0.738 -2.420
C10 6.684 1.798 0.742
C11 7.306 0.641 -1.120
C12 7.612 7.509 -0.237
C13 -7.194 -6.261 -2.560
C14 3.690 3.579 2.368
C15 4.775 3.007 4.292
C16 0.861 0.438 2.752
C17 7.728 2.700 0.595
C18 -0.357 0.256 2.117
C19 -0.555 -1.873 2.899
C20 4.274 4.106 4.968
C21 -7.557 -4.775 -4.799
C22 5.672 6.876 1.547
C23 -7.455 -7.996 2.504
C24 -2.638 1.011 -1.201
C25 -3.528 -0.278 -1.332
C26 1.372 -0.612 3.497
C27 3.441 4.975 4.279
C28 6.544 6.732 -0.660
C29 5.551 6.405 0.249
C30 -1.804 1.311 -2.484
C31 7.639 7.925 1.084
C32 -2.641 -1.460 -0.853
C33 -6.208 -5.443 -3.091
C34 3.141 4.710 2.952
C35 8.592 2.536 -0.476
C36 8.380 1.485 -1.354
C37 -2.754 -4.820 0.451
H1 8.456 8.532 1.460
H2 3.480 3.334 1.332
H3 -2.346 0.975 -3.386
H4 -9.551 -5.572 -4.881
H5 -3.692 -0.429 -2.415
H6 4.701 5.800 -0.042
H7 1.394 1.375 2.663
H8 7.859 3.509 1.301
H9 5.435 2.302 4.788
H10 -6.690 -4.819 0.573
H11 -9.411 -7.190 2.884
H12 5.984 1.886 1.566
H13 -2.242 -4.496 1.371
H14 -7.657 -4.167 -5.692
H15 -5.433 -8.468 1.933
H16 2.398 1.434 -1.465
H17 -8.936 -5.089 1.624
H18 4.530 4.280 6.005
H19 6.486 6.385 -1.685
H20 -7.620 -8.921 3.041
H21 -9.216 -6.941 -2.821
H22 7.098 -0.192 -1.782
H23 -4.483 -0.183 -0.797
H24 -1.425 -3.474 -0.576
H25 -2.148 -1.131 0.085
H26 -2.244 -5.749 0.133
H27 -5.235 -5.364 -2.618
H28 -1.152 -2.778 2.927
H29 -0.798 1.050 1.523
H30 3.266 2.594 -5.529
H31 -1.716 2.415 -2.533
H32 0.616 1.923 -5.405
H33 9.420 3.219 -0.625
H34 -1.999 0.926 -0.309
H35 -3.817 -5.038 0.606
H36 -1.867 -1.608 -1.628
H37 2.321 -0.510 4.009
H38 1.018 -2.635 4.148
H39 3.031 5.849 4.771
H40 -0.207 -0.061 -1.669
H41 8.407 7.785 -0.918
H42 -0.133 0.281 -3.409
H43 4.918 6.647 2.290
H44 -2.635 -4.203 -1.655
H45 -0.230 3.364 0.604
H46 -3.320 1.867 -1.041
H47 9.033 1.324 -2.202
H48 2.496 5.364 2.380
H49 -7.007 -6.839 -1.664
H50 -0.522 4.749 -1.187

Here are the Mulliken charges for atoms 1 to 2, given in e: Ga -0.27; P 0.25


Formula: C37H50IrN4OPSSi
Source: OMol25
Level of theory: the ωB97M-V functional and the def2-TZVPD basis

Properties
LUMO, eV: -0.068
HOMO, Eh: -0.2400
Gap between HOMO and LUMO, Ha: 0.23753
Maximum force, eV/A: 0.77
ΔE to the lowest compared entry with this formula, charge and spin, kJ/mol: 67.0

Positions of all 96 atoms, in Å:
Ir1 0.766 -0.852 0.296
S1 2.451 -2.532 0.628
P1 -0.482 -1.937 2.014
Si1 2.667 1.969 -3.431
O1 1.586 0.420 1.805
N1 -0.899 0.483 0.384
N2 0.686 -2.361 -1.157
N3 2.757 1.023 1.671
N4 2.004 -4.337 -1.344
C1 5.132 2.401 1.577
C2 0.633 -1.034 4.416
C3 4.295 1.303 -4.083
C4 1.585 0.256 -1.171
C5 -2.677 -0.801 3.367
C6 0.376 -2.317 3.621
C7 -0.578 -4.696 1.367
C8 -2.363 1.014 -1.498
C9 -2.702 1.827 -2.572
C10 -0.312 -3.339 4.529
C11 4.908 1.314 0.756
C12 -3.654 1.253 2.718
C13 1.684 -3.197 -0.755
C14 2.946 2.090 2.478
C15 0.406 3.076 0.079
C16 -3.204 -0.191 -1.184
C17 3.708 0.629 0.812
C18 4.127 2.789 2.454
C19 -0.647 2.592 -0.872
C20 -3.649 0.154 3.588
C21 -2.037 3.023 -2.821
C22 -1.029 3.393 -1.945
C23 -1.445 -3.470 1.646
C24 -2.420 -3.228 0.498
C25 1.400 2.009 -4.807
C26 2.061 0.899 -2.092
C27 -1.732 -0.692 2.342
C28 1.332 -4.621 -2.456
C29 -1.285 1.368 -0.667
C30 -2.757 1.381 1.684
C31 0.396 -3.769 -3.010
C32 -0.834 -1.580 -2.909
C33 -2.404 3.884 -4.000
C34 -1.761 0.397 1.440
C35 0.091 -2.594 -2.331
C36 2.942 3.705 -2.781
C37 -4.651 0.036 4.705
H1 -2.029 -3.639 2.557
H2 -0.055 3.487 0.983
H3 -3.483 3.894 -4.163
H4 -1.861 -1.946 -2.897
H5 -2.072 4.912 -3.855
H6 -0.558 -1.404 -3.949
H7 3.289 4.368 -3.578
H8 5.090 1.436 -3.345
H9 4.221 0.236 -4.303
H10 -4.396 2.032 2.859
H11 -1.266 -2.965 4.904
H12 -4.508 0.814 5.459
H13 0.198 -4.857 2.116
H14 1.715 2.664 -5.624
H15 -3.796 -0.016 -0.282
H16 4.598 1.819 -4.998
H17 6.069 2.940 1.538
H18 1.308 -1.253 5.248
H19 -3.109 -2.413 0.717
H20 3.691 3.711 -1.985
H21 1.337 -2.733 3.306
H22 -1.207 -5.588 1.332
H23 0.323 -3.518 5.399
H24 -4.564 -0.929 5.206
H25 -3.003 -4.133 0.310
H26 2.101 2.323 3.107
H27 1.035 2.250 0.388
H28 -2.596 -1.068 -0.980
H29 -2.814 2.246 1.036
H30 -0.766 -0.641 -2.367
H31 -0.300 -0.647 4.829
H32 -0.079 -3.991 -3.954
H33 1.077 -0.256 3.802
H34 1.017 3.856 -0.378
H35 -0.487 -4.299 4.048
H36 -5.674 0.127 4.335
H37 -1.940 3.514 -4.918
H38 1.576 -5.563 -2.936
H39 -0.524 4.344 -2.090
H40 0.444 2.368 -4.419
H41 -3.529 1.534 -3.212
H42 4.242 3.638 3.112
H43 -3.892 -0.408 -2.002
H44 3.467 -0.219 0.194
H45 5.653 0.973 0.052
H46 1.237 1.009 -5.217
H47 -2.652 -1.669 4.018
H48 -0.082 -4.612 0.401
H49 -1.881 -2.981 -0.419
H50 2.015 4.115 -2.375

Here are the Mulliken charges for atoms 1 to 2, given in e: Ir 2.99; S -0.66


Formula: C37H51BiN10O3
Source: OMol25
Level of theory: the ωB97M-V functional and the def2-TZVPD basis

Properties
LUMO, eV: -4.796
HOMO, Eh: -0.4365
Gap between HOMO and LUMO, Ha: 0.26021
Maximum force, eV/A: 1.09
Net charge: +2
ΔE to the lowest compared entry with this formula, charge and spin, kJ/mol: 56.1

Positions of all 102 atoms, in Å:
Bi1 -0.154 -0.025 0.147
O1 -0.926 -0.902 2.028
O2 0.710 2.027 -0.128
O3 -2.447 -1.568 3.998
N1 -2.169 0.898 0.238
N2 -3.914 2.429 0.576
N3 -1.851 1.433 -4.414
N4 0.157 2.064 -3.525
N5 2.513 1.205 1.051
N6 1.667 0.220 1.477
N7 4.416 -1.052 -3.229
N8 -1.122 0.483 -2.369
N9 2.877 -2.009 -1.563
N10 -1.873 2.801 1.561
C1 1.106 -1.251 3.319
C2 1.418 1.509 -3.091
C3 -1.943 -0.638 -2.376
C4 -4.705 2.030 -0.563
C5 -3.000 -0.209 -0.092
C6 -2.818 -0.968 -1.291
C7 2.763 3.215 -0.164
C8 -3.489 -2.962 -2.586
C9 -4.560 -2.496 -0.456
C10 -2.582 -2.664 -3.559
C11 -3.321 -1.787 5.088
C12 3.500 -2.016 -3.880
C13 -1.114 -1.761 4.185
C14 4.266 5.299 -1.190
C15 1.653 -1.842 4.486
C16 -3.622 -2.139 -1.448
C17 1.945 2.085 0.289
C18 1.974 -0.439 2.553
C19 2.146 4.417 -0.500
C20 4.886 4.108 -0.840
C21 2.901 5.459 -1.002
C22 -1.445 2.027 -5.671
C23 -0.295 -1.297 3.108
C24 2.314 -2.188 -2.902
C25 -4.703 -1.750 0.677
C26 -0.906 2.300 2.509
C27 -3.230 1.009 -4.392
C28 -0.542 -2.346 5.293
C29 -1.974 4.247 1.527
C30 -4.661 3.160 1.583
C31 4.142 3.074 -0.306
C32 -0.981 1.263 -3.393
C33 0.850 -2.411 5.428
C34 -0.047 3.469 -3.211
C35 -3.905 -0.619 0.862
C36 -1.810 -1.510 -3.443
C37 -2.649 2.004 0.799
H1 -4.137 3.161 2.535
H2 -0.994 3.809 -3.626
H3 4.849 6.103 -1.609
H4 2.720 -1.806 4.631
H5 -1.097 -1.262 -4.217
H6 1.275 -2.875 6.303
H7 2.201 -1.671 -0.889
H8 1.565 -1.414 -3.079
H9 -5.411 -2.031 1.443
H10 -4.294 -1.431 4.749
H11 -4.054 1.722 -1.377
H12 2.122 2.323 -2.920
H13 -3.572 0.875 -3.370
H14 5.396 -1.325 -3.283
H15 -1.785 1.384 -6.484
H16 0.761 4.049 -3.656
H17 4.017 -2.964 -4.027
H18 4.010 -1.175 -2.189
H19 -3.010 -1.212 5.969
H20 -3.974 -0.067 1.787
H21 -1.164 -2.742 6.081
H22 -3.841 1.775 -4.873
H23 1.315 0.937 -2.166
H24 3.274 -2.871 -1.206
H25 -0.363 2.120 -5.712
H26 -5.630 2.676 1.727
H27 -5.386 1.209 -0.320
H28 1.803 0.865 -3.891
H29 -4.115 -3.837 -2.671
H30 -0.973 1.220 2.568
H31 -2.414 4.666 2.436
H32 2.966 -0.267 2.964
H33 -1.891 3.015 -5.802
H34 -3.391 -2.847 5.351
H35 -3.370 0.065 -4.928
H36 -4.849 4.190 1.271
H37 -2.558 4.573 0.671
H38 2.431 6.398 -1.249
H39 5.950 3.991 -0.983
H40 1.081 4.529 -0.350
H41 1.841 -3.157 -3.060
H42 0.110 2.598 2.244
H43 -5.295 2.890 -0.881
H44 4.595 2.148 0.012
H45 4.314 -0.095 -3.567
H46 -5.156 -3.383 -0.610
H47 -2.473 -3.289 -4.431
H48 -1.135 2.716 3.494
H49 -0.967 4.656 1.435
H50 3.153 -1.668 -4.849
H51 -0.050 3.631 -2.128

Here are the Mulliken charges for atoms 1 to 2, given in e: Bi 1.30; O -0.32